No. 1
The following is a DFT calculation (wB97M-V/def2-TZVPD) of an isolated ion of composition C3H9N2O2 and charge +1.

Summary:
- Lowest unoccupied orbital energy (alpha / beta): -3.50 / -9.32 eV
- Net charge: +1
- Frontier orbital gap (alpha / beta): 7.1 / 5.3 eV
- Maximum force: 7.1 eV/A
- E_tot: -379.15014 a.u.
- 2S+1: 3

CARTESIAN COORDINATES (ANGSTROEM)
C 0.55 0.02 -0.32
C -0.72 -0.75 -0.17
C 0.48 1.40 0.34
N -1.81 -0.25 -0.67
N -0.64 -1.93 0.39
O 1.62 -0.75 0.25
O 2.83 -0.46 -0.43
H 0.89 0.10 -1.40
H 0.27 1.38 1.42
H -0.36 1.93 -0.06
H 1.51 1.78 0.12
H -2.63 -0.88 -0.70
H -1.83 0.63 -1.21
H 2.73 -1.06 -1.27
H -1.52 -2.33 0.76
H 0.18 -1.98 1.03

Formally, the Löwdin partial charges of the atoms, in units of the elementary charge, are as follows: number 1, C, carries -0.3418; number 2, C, carries -0.4431; number 3, C, carries -0.0018; number 4, N, carries 0.3073; number 5, N, carries 0.2869; number 6, O, carries -0.1327; number 7, O, carries 0.0128; number 8, H, carries 0.1683; number 9, H, carries 0.1051; number 10, H, carries 0.0663; number 11, H, carries 0.1167; number 12, H, carries 0.1729; number 13, H, carries 0.1735; number 14, H, carries 0.1748; number 15, H, carries 0.1684; number 16, H, carries 0.1665

No. 2
The following is a DFT calculation (wB97M-V/def2-TZVPD) of an isolated ion of composition C5H14N2 and charge +1.

Summary:
- Lowest unoccupied orbital energy (alpha / beta): -2.61 / -8.02 eV
- Net charge: +1
- Frontier orbital gap (alpha / beta): 10.9 / 5.5 eV
- Maximum force: 4.9 eV/A
- E_tot: -308.01786 a.u.
- 2S+1: 2

CARTESIAN COORDINATES (ANGSTROEM)
N 0.80 -2.15 -1.74
C 1.71 -1.68 -0.65
C 1.41 -0.12 -0.23
N 0.30 -0.13 0.77
C -2.24 0.55 1.29
C -0.87 0.70 0.44
C -0.48 2.18 0.29
H 0.83 -3.19 -1.73
H 0.92 -1.66 -2.69
H 2.68 -2.04 -0.59
H 1.36 -2.20 0.35
H 2.22 0.46 0.23
H 1.16 0.40 -1.25
H -0.08 -1.05 0.81
H -3.07 0.71 0.56
H -2.17 1.34 2.03
H -2.45 -0.42 1.66
H -1.14 0.42 -0.61
H 0.64 2.51 0.27
H -0.62 2.55 1.34
H -0.88 2.82 -0.54

Formally, the Löwdin partial charges of the atoms, in units of the elementary charge, are as follows: number 1, N, carries -0.0248; number 2, C, carries -0.2167; number 3, C, carries -0.1024; number 4, N, carries 0.1788; number 5, C, carries 0.0149; number 6, C, carries -0.3573; number 7, C, carries -0.0581; number 8, H, carries 0.0957; number 9, H, carries 0.1089; number 10, H, carries 0.0750; number 11, H, carries 0.1296; number 12, H, carries 0.1268; number 13, H, carries 0.1615; number 14, H, carries 0.1262; number 15, H, carries 0.1090; number 16, H, carries 0.0741; number 17, H, carries 0.0604; number 18, H, carries 0.1861; number 19, H, carries 0.1112; number 20, H, carries 0.0936; number 21, H, carries 0.1078